(1)
{
  "formula": "C10H51N13O15",
  "method": "wB97M-V/def2-TZVPD",
  "energy_ha": -2252.08286,
  "gap_ev": 8.497,
  "lumo_energy_ev": -0.68,
  "e_above_lowest_kcal_mol": 60.90,
  "total_charge": 0,
  "symbols": ["C", "C", "C", "O", "C", "N", "H", "H", "H", "H", "H", "H", "H", "H", "H", "H", "H", "O", "H", "H", "O", "H", "H", "O", "H", "H", "O", "H", "H", "O", "H", "H", "O", "H", "H", "O", "H", "H", "O", "H", "H", "C", "O", "N", "N", "H", "H", "H", "H", "C", "O", "N", "N", "H", "H", "H", "H", "C", "O", "N", "N", "H", "H", "H", "H", "C", "O", "N", "N", "H", "H", "H", "H", "C", "O", "N", "N", "H", "H", "H", "H", "C", "O", "N", "N", "H", "H", "H", "H"],
  "coordinates": [[-7.71395, 1.81719, -1.48492], [-6.42540, 2.19639, -2.22013], [-5.24655, 2.11325, -1.26150], [-5.23472, 3.06233, -0.25254], [-4.18744, 2.95452, 0.72199], [-6.29226, 1.22122, -3.33839], [-7.78293, 0.88395, -0.92599], [-8.58096, 1.81156, -2.14550], [-7.89220, 2.68323, -0.84751], [-6.49220, 3.25903, -2.45347], [-4.33931, 2.07716, -1.86460], [-5.29444, 1.14226, -0.76859], [-4.15065, 2.00165, 1.24998], [-4.25526, 3.83552, 1.36023], [-3.22528, 2.94795, 0.20983], [-6.08214, 0.26619, -3.08567], [-5.46642, 1.54446, -3.82171], [4.08085, 2.18803, -4.14065], [4.61848, 2.92586, -4.42836], [4.48025, 1.90662, -3.31753], [-3.14636, -3.56009, -0.53983], [-3.38152, -3.38101, 0.37059], [-3.88327, -4.06544, -0.88309], [-2.24651, -0.53195, -6.69748], [-2.53837, -1.18529, -7.33324], [-1.86537, -1.04440, -5.98449], [-0.85176, -2.78566, 4.97052], [-1.73480, -3.05123, 4.71374], [-0.97819, -2.27102, 5.76764], [4.88343, 1.27885, 2.85643], [4.38922, 2.09222, 2.75435], [5.22381, 1.09340, 1.98123], [2.84338, -3.58621, 5.21542], [3.41592, -2.83166, 5.35357], [1.96684, -3.21051, 5.13323], [4.02100, -1.72827, -1.50792], [3.73741, -0.84877, -1.25836], [3.27696, -2.09350, -1.98672], [-1.34528, -3.14206, -4.04908], [-1.66144, -3.87979, -4.57066], [-1.57066, -3.37149, -3.14753], [1.34871, -6.05083, 0.37622], [1.22533, -6.29252, -0.78904], [0.38468, -5.55707, 1.09356], [2.51497, -6.10864, 0.92308], [-0.43035, -5.27214, 0.56949], [0.59070, -5.13391, 1.98720], [3.25337, -6.55381, 0.39707], [2.57906, -5.65422, 1.82279], [2.54910, 0.92422, 7.65175], [1.60733, 1.10418, 6.87089], [3.33733, 1.89561, 8.02805], [2.93828, -0.27622, 8.02391], [4.21869, 1.59399, 8.41836], [3.36189, 2.86140, 7.73353], [3.82357, -0.39908, 8.49430], [2.27410, -1.02148, 7.87043], [-0.58930, 3.49991, -4.01795], [-1.66820, 3.92175, -4.50300], [0.04527, 2.42673, -4.25422], [0.09192, 4.20732, -3.17959], [1.03320, 2.43296, -4.04429], [-0.35575, 2.01814, -5.08629], [0.71060, 3.75178, -2.52398], [-0.11669, 5.19315, -3.24827], [3.03668, -3.79327, -5.99793], [3.95518, -3.82190, -6.77744], [2.67818, -4.86754, -5.40786], [2.45262, -2.72344, -5.53335], [1.69804, -4.84038, -5.16563], [3.20455, -5.72778, -5.46279], [2.82631, -1.80153, -5.70808], [1.57176, -2.78480, -5.04300], [0.62181, 0.19233, 0.25972], [1.41622, 0.99902, -0.15038], [0.44014, -0.03014, 1.54146], [0.00943, -0.53045, -0.62041], [1.15602, 0.33638, 2.15242], [-0.24432, -0.71685, 1.82438], [-0.03258, -0.30881, -1.60489], [-0.66220, -1.23369, -0.34753], [2.67838, 5.36725, 4.11932], [3.65774, 5.13982, 3.43022], [2.65547, 5.90103, 5.28433], [1.47916, 5.08997, 3.68440], [1.80177, 5.97436, 5.81905], [3.55816, 6.24467, 5.57955], [1.47932, 4.65472, 2.77299], [0.76244, 5.03561, 4.39395]],
  "forces_ev_per_a": [[-0.721, 1.562, -0.023], [-0.931, -2.160, 1.385], [0.509, -1.544, 0.094], [-0.050, 1.078, 0.855], [0.081, -0.022, -1.467], [0.724, 2.071, -0.392], [0.688, 0.002, 0.061], [0.183, -0.022, -0.384], [-0.252, -0.343, 0.690], [-0.149, -0.224, -1.135], [0.500, 0.475, -0.031], [-0.017, -0.631, -0.011], [-0.733, -0.075, 0.391], [-0.078, -0.344, 0.095], [0.272, 0.419, -0.185], [-0.161, 0.017, 0.750], [0.182, -0.246, -0.719], [-0.325, -0.066, -0.082], [0.117, 0.195, -0.135], [0.091, -0.139, 0.230], [0.342, 0.084, -0.109], [-0.083, 0.070, 0.223], [-0.203, -0.148, -0.134], [0.009, 0.237, -0.009], [-0.082, -0.106, -0.206], [0.100, -0.170, 0.302], [0.272, -0.058, -0.203], [-0.205, -0.123, -0.045], [0.010, 0.211, 0.231], [0.009, -0.241, 0.215], [-0.131, 0.370, 0.034], [0.085, -0.072, -0.207], [0.049, -0.268, 0.033], [0.211, 0.210, -0.034], [-0.360, 0.088, -0.056], [0.258, -0.080, 0.049], [-0.166, 0.281, 0.146], [-0.162, -0.160, -0.150], [0.207, 0.273, -0.235], [-0.090, -0.208, -0.154], [-0.055, -0.040, 0.355], [0.412, 0.426, -2.478], [-1.108, -1.340, -3.164], [-3.216, 1.404, 2.429], [3.070, -0.286, 2.704], [0.124, 0.019, 0.336], [-0.421, -0.044, -0.191], [0.016, 0.421, 0.486], [1.098, -0.533, -0.131], [-2.478, 0.890, -3.639], [-0.346, -0.189, 0.818], [3.164, 2.286, 1.929], [0.459, -2.421, 0.981], [-0.100, 0.392, 0.164], [-0.724, -0.545, -0.434], [-0.530, -0.451, 0.031], [0.540, -0.005, 0.099], [-4.616, 3.639, -0.925], [1.472, -1.192, 0.087], [0.881, -5.508, -2.462], [1.496, 3.774, 3.059], [-0.164, -0.466, -0.650], [0.698, -0.955, 0.001], [0.046, 0.766, -0.058], [0.250, -0.157, 1.003], [3.473, 0.633, -1.851], [1.697, 0.987, -1.530], [-3.069, -4.582, 2.646], [-2.128, 3.929, 0.852], [0.268, -1.047, 0.678], [-0.450, 0.307, -0.456], [-0.197, -0.365, -0.373], [0.346, 0.161, 0.109], [1.940, 1.388, -0.654], [2.011, 2.359, -0.310], [-0.886, -0.709, 2.244], [-3.532, -3.527, -2.345], [-0.400, -0.201, 0.116], [0.476, 0.213, 0.458], [0.411, 0.417, 0.429], [0.067, 0.073, -0.023], [1.172, -1.287, -3.035], [1.251, 0.219, -0.095], [1.441, 2.009, 4.362], [-2.906, -0.853, -1.331], [0.629, 0.338, 0.040], [-0.465, 0.036, 0.617], [-0.698, -0.216, 0.401], [-0.420, -0.365, -0.976]]
}

=====

(2)
{
  "formula": "C10H5ClMnNO5",
  "method": "wB97M-V/def2-TZVPD",
  "energy_ha": -2425.68319,
  "gap_ev": [6.049, 6.024],
  "lumo_energy_ev": [-3.54, -7.53],
  "e_above_lowest_kcal_mol": 2.42,
  "s_squared": 8.8123,
  "multiplicity": 6,
  "total_charge": 1,
  "symbols": ["O", "C", "Mn", "O", "C", "C", "O", "C", "O", "C", "O", "H", "Cl", "C", "C", "C", "C", "N", "C", "H", "H", "H", "H"],
  "coordinates": [[1.71365, 0.84075, -2.26593], [0.71752, 0.81936, -1.65452], [-0.51427, 0.68885, -0.51617], [-2.11292, 2.77710, -1.86254], [-1.68030, 1.90293, -1.22635], [-1.39287, -0.09982, 0.92266], [-2.13722, -0.47691, 1.73024], [2.87104, -1.52890, -0.20983], [2.11200, -1.10122, 0.54568], [-1.02904, -0.87754, -1.32879], [-1.50409, -1.77508, -1.90584], [3.66251, -2.05798, -0.62525], [2.36324, 5.30185, 0.19777], [1.81082, 3.89346, 0.98952], [1.98940, 3.67891, 2.35232], [1.51092, 2.48857, 2.89752], [0.86917, 1.55883, 2.07541], [0.64128, 1.82178, 0.77306], [1.14450, 2.94076, 0.20760], [2.47950, 4.44757, 2.93851], [1.61908, 2.26956, 3.95582], [0.50861, 0.61323, 2.48324], [0.98757, 3.10415, -0.85463]],
  "forces_ev_per_a": [[-3.037, -0.111, 1.549], [6.496, 1.102, -4.824], [-0.579, -2.146, 4.101], [1.033, -3.044, 2.335], [-2.292, 4.888, -3.393], [-4.194, -0.562, 4.165], [2.862, 0.820, -2.618], [-0.594, 0.905, -3.190], [-1.207, 0.447, 2.615], [-2.311, -4.643, -3.465], [1.972, 3.397, 2.365], [1.709, -1.347, 0.580], [-0.289, -0.887, 0.670], [-0.170, 0.724, -2.556], [0.678, 0.283, 2.818], [-0.056, 0.034, -0.317], [0.744, 0.025, 3.281], [-1.030, -0.009, -4.231], [-0.111, -0.083, 0.223], [-0.084, -0.243, 0.038], [0.066, 0.055, -0.210], [0.239, 0.322, -0.183], [0.153, 0.075, 0.248]]
}

=====

(3)
{
  "formula": "C10H5ClN2O2S",
  "method": "wB97M-V/def2-TZVPD",
  "energy_ha": -1502.47762,
  "smiles": "O=C(O)c1cn2c(n1)sc1cccc(Cl)c12",
  "gap_ev": 9.109,
  "lumo_energy_ev": 0.39,
  "total_charge": 0,
  "symbols": ["O", "C", "O", "C", "C", "N", "C", "N", "S", "C", "C", "C", "C", "C", "Cl", "C", "H", "H", "H", "H", "H"],
  "coordinates": [[-0.93090, -0.64490, -4.80185], [-1.39902, -0.81141, -3.68897], [-2.60900, -1.38251, -3.44264], [-0.60783, -0.33968, -2.50156], [-1.00538, -0.55216, -1.22340], [-0.03494, 0.07105, -0.45385], [0.88167, 0.61620, -1.30916], [0.57126, 0.37102, -2.57651], [2.22801, 1.42734, -0.52448], [1.51142, 0.93522, 1.02086], [2.06639, 1.17234, 2.28144], [1.38710, 0.74352, 3.42148], [0.15336, 0.05517, 3.29680], [-0.32523, -0.29664, 2.01755], [-1.78346, -1.25412, 1.88776], [0.31002, 0.20958, 0.88054], [-2.93897, -1.64128, -4.30451], [-1.88944, -1.09045, -0.94169], [3.01152, 1.69540, 2.35858], [1.82727, 0.91868, 4.41733], [-0.42386, -0.20237, 4.18627]],
  "forces_ev_per_a": [[-1.207, -0.595, 0.955], [1.863, 0.987, -1.157], [1.015, 0.451, 0.552], [-0.736, -0.291, -0.161], [0.207, 0.144, 0.024], [-0.381, -0.409, 0.371], [-0.470, -0.524, -2.151], [0.362, 0.470, 0.820], [-0.882, -0.537, 0.179], [0.086, -0.053, 0.533], [-0.361, -0.152, -0.142], [-0.561, -0.306, -0.102], [0.695, 0.091, -0.559], [-0.072, 0.722, 0.752], [0.395, 0.305, 0.007], [0.375, -0.070, 0.821], [-0.238, -0.139, -0.465], [0.132, 0.118, 0.669], [-0.043, -0.031, 0.049], [-0.428, -0.022, -0.634], [0.248, -0.158, -0.361]]
}

=====

(4)
{
  "formula": "C10H5F2N5OS",
  "method": "wB97M-V/def2-TZVPD",
  "energy_ha": -1331.05257,
  "smiles": "O=c1[nH]c(=S)[nH]c2nc(-c3ccc(F)c(F)c3)nn12",
  "gap_ev": 9.287,
  "lumo_energy_ev": -0.04,
  "e_above_lowest_kcal_mol": 0.00,
  "total_charge": 0,
  "symbols": ["O", "C", "N", "C", "S", "N", "C", "N", "C", "C", "C", "C", "C", "F", "C", "F", "C", "N", "N", "H", "H", "H", "H", "H"],
  "coordinates": [[-1.95421, 2.60516, 2.46973], [-1.77455, 2.57010, 1.27750], [-2.48037, 3.47660, 0.51888], [-2.35986, 3.47935, -0.84528], [-3.22108, 4.51614, -1.78202], [-1.48678, 2.60759, -1.43418], [-0.87471, 1.61908, -0.70350], [-0.13526, 0.61702, -1.09152], [0.17612, -0.02980, 0.08196], [0.92758, -1.30862, 0.06207], [0.85194, -2.16357, 1.17456], [1.61356, -3.32719, 1.20151], [2.36017, -3.74459, 0.12772], [3.01457, -4.90829, 0.12851], [2.50172, -2.88137, -0.94664], [3.38978, -3.23360, -1.89006], [1.77881, -1.65918, -0.98215], [-0.26001, 0.58043, 1.13325], [-0.97160, 1.62094, 0.63699], [-3.23252, 3.99686, 0.97596], [-1.55581, 2.44879, -2.44732], [0.25267, -1.91669, 2.07047], [1.53895, -3.96357, 2.08644], [1.90089, -1.00158, -1.82287]],
  "forces_ev_per_a": [[0.591, -0.479, -0.103], [-0.824, -0.177, 3.567], [1.169, -1.223, -1.763], [-1.102, 1.344, -1.152], [-0.190, 0.086, 0.000], [0.252, -1.036, 0.019], [0.855, -0.689, -0.461], [-0.420, 0.192, -1.055], [0.349, 0.079, -1.420], [0.110, -0.236, 1.077], [0.250, 0.187, 0.259], [-1.022, -0.470, 0.963], [0.197, 0.692, -0.270], [-0.032, 0.095, 0.126], [-0.555, 0.909, 0.220], [-0.430, 0.386, -0.168], [0.639, -1.119, -0.175], [-0.473, -0.297, 2.068], [-0.544, 1.262, -0.799], [0.603, -0.174, -0.283], [0.019, 0.490, 0.759], [0.348, -0.014, -0.808], [0.142, 0.072, -0.349], [0.065, 0.119, -0.251]]
}

=====

(5)
{
  "formula": "C10H5F6MoN2O9S4",
  "method": "wB97M-V/def2-TZVPD",
  "energy_ha": -3429.53401,
  "gap_ev": [4.211, 4.209],
  "lumo_energy_ev": [-14.05, -14.05],
  "e_above_lowest_kcal_mol": 41.23,
  "total_charge": 3,
  "symbols": ["Mo", "F", "C", "F", "F", "S", "O", "O", "N", "S", "O", "O", "C", "F", "F", "F", "O", "C", "C", "O", "C", "C", "O", "C", "O", "O", "S", "C", "N", "C", "C", "S", "H", "H", "H", "H", "H"],
  "coordinates": [[-0.66869, -0.86162, 0.69603], [-5.28637, -2.48966, 0.84611], [-4.68127, -2.09207, -0.22483], [-5.46593, -1.93376, -1.23632], [-3.66129, -2.88338, -0.52061], [-3.68137, -0.45081, 0.05632], [-2.46115, -1.02648, 0.86534], [-4.11700, 0.70904, 0.71383], [-2.99072, -0.27051, -1.35406], [-1.91354, 0.84478, -1.60796], [-0.93102, 0.56913, -0.41406], [-2.27388, 2.18318, -1.72835], [-0.83906, 0.03321, -2.96190], [-1.51347, -0.31842, -4.00333], [0.19542, 0.77004, -3.23494], [-0.42312, -1.07550, -2.29034], [2.74645, -5.39632, -0.62631], [2.41564, -4.49442, 0.01510], [1.31185, -4.51510, 1.21568], [1.09591, -5.47725, 1.84829], [0.84878, -3.12014, 1.20477], [1.70832, -2.24567, 0.47991], [1.05071, -1.12543, 0.22458], [2.83205, -2.93505, -0.16427], [3.83696, -2.60406, -0.67293], [-0.32674, -2.56072, 1.34733], [-0.70651, 0.15130, 2.88617], [0.85823, 0.74761, 3.45499], [1.04281, 0.99991, 4.72563], [2.32372, 1.55036, 5.11645], [3.11203, 1.87933, 3.83760], [2.16200, 1.15764, 2.43153], [0.34155, 0.82371, 5.44237], [2.84898, 0.82422, 5.75077], [2.16527, 2.44873, 5.72091], [4.11488, 1.45150, 3.83115], [3.20040, 2.95255, 3.65973]],
  "forces_ev_per_a": [[0.626, 1.970, 4.238], [0.201, 0.619, 0.026], [-0.075, -1.040, -0.407], [0.035, 0.369, 0.169], [-0.164, -0.155, -0.018], [0.238, 1.161, -1.681], [-1.561, -1.635, 0.975], [-0.924, 0.078, 0.467], [-0.601, 0.184, -0.375], [-1.221, -1.062, -0.579], [0.762, 1.456, -0.700], [0.136, 0.775, -0.216], [0.505, -0.797, -0.099], [-0.221, 0.368, 0.245], [-0.440, 0.251, 0.195], [-0.040, -0.055, -0.256], [0.317, -0.516, -0.323], [-0.504, 1.009, 0.600], [0.663, -0.787, -0.634], [-0.476, -0.139, 0.509], [1.183, 1.330, -0.986], [-1.197, -1.104, 1.085], [2.122, -0.184, -0.771], [0.678, -1.061, -0.333], [0.175, 0.613, -0.185], [-0.407, -1.407, 0.183], [0.207, -0.054, -0.867], [0.429, 0.055, 0.226], [-0.939, -0.399, -0.693], [0.929, 0.359, 0.555], [0.154, 0.117, -0.132], [-0.101, -0.022, 0.245], [-0.034, -0.063, -0.133], [-0.149, 0.062, -0.197], [-0.042, -0.114, -0.116], [-0.149, -0.053, 0.017], [-0.117, -0.131, -0.035]]
}

=====

(6)
{
  "formula": "C10H6AlN2O4",
  "method": "wB97M-V/def2-TZVPD",
  "energy_ha": -1036.23705,
  "gap_ev": 5.541,
  "lumo_energy_ev": -14.95,
  "total_charge": 3,
  "symbols": ["Al", "C", "O", "C", "O", "C", "O", "C", "O", "H", "H", "N", "C", "C", "C", "C", "C", "N", "C", "H", "H", "H", "H"],
  "coordinates": [[0.01147, -0.04751, -1.80604], [0.02007, 1.73389, -2.37684], [0.02567, 2.83279, -2.72884], [0.00867, -0.59641, -3.63204], [0.00707, -0.89661, -4.74374], [-1.89733, -0.04221, -1.80474], [-3.04813, -0.00401, -1.81504], [1.92007, -0.05981, -1.80514], [3.07117, -0.03211, -1.81564], [0.00427, -1.58231, -0.89084], [0.00317, -1.82841, -1.65894], [2.87477, -0.09331, 4.08796], [1.97667, -0.03121, 3.36166], [0.85667, 0.04609, 2.45846], [-0.40543, 0.00479, 3.03006], [-1.51183, 0.05119, 2.22326], [-1.36563, 0.15149, 0.86736], [-0.14623, 0.19749, 0.23246], [0.98527, 0.11989, 1.04686], [-0.55603, -0.07791, 4.09496], [-2.51143, -0.01981, 2.62736], [-2.31223, 0.12469, 0.39726], [1.98917, 0.04929, 0.65016]],
  "forces_ev_per_a": [[-0.334, -0.734, 4.890], [0.053, 9.527, -2.755], [-0.034, -5.369, 1.744], [0.034, -2.661, -8.721], [-0.005, 1.418, 5.243], [-8.791, -0.038, -0.365], [5.250, -0.176, -0.187], [8.830, -0.061, 0.094], [-5.382, -0.125, -0.012], [-0.025, -1.176, -0.899], [0.025, -0.662, 1.255], [-0.812, 0.050, -0.637], [0.940, 0.000, -0.102], [0.593, 0.010, -0.751], [-0.326, 0.078, 0.425], [-0.242, -0.005, -0.150], [0.904, -0.089, 0.665], [0.872, -0.456, 0.092], [-1.356, -0.069, 1.319], [0.309, -0.021, 0.261], [-0.045, 0.068, 0.092], [-0.363, 0.251, -1.182], [-0.095, 0.241, -0.318]]
}